Here is a structure of composition C13H23F3NSn at a distorted geometry from the OMol25 dataset. Energies are from ωB97M-V/def2-TZVPD.

```
41
C13H23F3NSn ωB97M-V/def2-TZVPD
C 5.32568 -0.34815 0.15781
C 3.90184 -0.60272 -0.27909
C 3.47558 -2.04335 -0.21527
C 3.14062 0.42912 -0.69273
C 1.66107 0.59289 -0.67381
C 1.15359 1.92676 -0.07874
C 0.10666 1.76785 1.09698
C -0.04729 0.38505 1.75716
C -1.29933 2.24704 0.59971
C -1.93323 1.26379 -0.40369
N -3.00872 0.59216 0.00959
C -3.49147 -0.24471 -0.99964
C -4.67141 -1.12776 -0.62363
C -4.40681 -2.10071 0.50694
F -3.87252 -1.53907 1.60967
F -5.54523 -2.71901 0.88203
F -3.52880 -3.07489 0.10198
H 5.49201 -0.88787 1.09112
H 6.06646 -0.69292 -0.56883
H 5.49624 0.71316 0.33688
H 2.39450 -2.18636 -0.09032
H 3.77120 -2.53178 -1.14883
H 3.96339 -2.57601 0.60192
H 3.65606 1.33080 -1.02330
H 1.25913 0.55764 -1.73388
H 1.23960 -0.23889 -0.08000
H 1.98439 2.56121 0.23094
H 0.68008 2.45954 -0.90672
H 0.42350 2.40380 1.92731
H -0.65559 0.47530 2.65674
H 0.92719 0.00387 2.08741
H -0.48646 -0.39433 1.11962
H -1.22400 3.21060 0.09184
H -1.95053 2.37781 1.46374
H -2.12482 1.77110 -1.37126
H -1.13697 0.33564 -0.78234
H -3.75482 0.33919 -1.89729
H -2.60318 -0.90157 -1.35591
H -5.54777 -0.52916 -0.37021
H -4.95238 -1.73855 -1.48627
Sn 0.12255 -1.26654 -1.54767
```

* Kohn-Sham gap: 0.2021 Ha
* net charge: +1

natural (NBO) population analysis, charges in e, atoms 1 to 5: number 1, C, carries -0.646; number 2, C, carries 0.112; number 3, C, carries -0.652; number 4, C, carries -0.277; number 5, C, carries -0.423

Here is a cluster of 2 separate species, C13H23F5N2O3P in total at a distorted geometry from the OMol25 dataset. Energies are from ωB97M-V/def2-TZVPD.

```
47
C13H23F5N2O3P ωB97M-V/def2-TZVPD
C -3.22254 -0.58683 -5.09307
P -2.31643 -1.93310 -4.02051
O -3.36444 -2.41591 -2.67543
C -0.66805 -1.16968 -3.33790
N -0.06373 -0.58860 -4.63369
C 1.44208 -0.36389 -4.47699
O 2.15515 0.58055 -5.09576
C 1.93096 -1.52587 -3.42894
C 0.52876 -2.17748 -2.85640
C 0.74284 -2.52764 -1.27045
C -0.31394 -1.78575 -0.24898
C 0.40811 -0.44055 0.34051
C -0.51318 0.91076 0.35387
F -1.67124 0.90473 -0.56631
F -1.08265 1.11707 1.73716
C 0.43057 2.26568 0.08987
F 1.23661 2.46745 1.34025
F 1.36031 2.10085 -1.06789
F -0.44360 3.42523 -0.24380
H -2.44818 0.23434 -5.47886
H -4.04317 -0.00346 -4.46147
H -3.69092 -1.05708 -6.07977
H -2.98477 -3.28638 -2.31776
H -0.89794 -0.18591 -2.74849
H -0.03844 -1.47760 -5.20911
H 2.46734 -2.40622 -4.02900
H 2.66014 -1.02189 -2.64679
H 0.24402 -3.21255 -3.35459
H 0.67371 -3.71605 -1.18033
H 1.88625 -2.28343 -1.02877
H -1.38891 -1.63321 -0.68402
H -0.44300 -2.52715 0.67802
H 1.45758 -0.30904 -0.21265
H 0.70236 -0.65620 1.47776
C 2.13754 1.60000 6.88830
C 0.92444 1.38304 6.03524
O 0.29255 0.34127 5.97705
N 0.37172 2.47377 5.30958
C -0.50805 2.15604 4.16287
H 2.44301 0.65254 7.33801
H 2.95685 1.98102 6.27376
H 1.90050 2.31174 7.68037
H 1.11176 3.14290 5.08405
H -0.20919 2.94742 6.01540
H 0.12524 1.99892 3.28488
H -1.15722 3.01819 4.00718
H -1.12079 1.27797 4.37359
```

* Kohn-Sham gap: 0.2225 Ha
* net charge: +1
* ΔE to the lowest compared entry with this formula, charge and spin: 165.3 kcal per mole

natural (NBO) population analysis, charges in e, atoms 1 to 5: number 1, C, carries -0.970; number 2, P, carries 0.987; number 3, O, carries -0.968; number 4, C, carries -0.370; number 5, N, carries -0.692

Here is a structure of composition C13H23N4O2P2Ti at a distorted geometry from the OMol25 dataset. Energies are from ωB97M-V/def2-TZVPD.

```
45
C13H23N4O2P2Ti ωB97M-V/def2-TZVPD
Ti 0.30643 0.67810 0.15497
P 2.29817 -0.65943 0.80139
C 2.36060 -0.92086 -0.98155
C 1.10785 -1.45457 -1.59941
N -0.00229 -0.90245 -1.09802
C -1.21037 -1.24809 -1.54552
C -1.30396 -2.24056 -2.50002
C -0.17892 -2.84026 -3.03334
C 1.04738 -2.41842 -2.57155
C -2.41957 -0.51829 -1.05077
P -2.05512 1.15734 -0.23229
H 1.99130 -2.77346 -2.93849
H -2.27404 -2.55162 -2.84988
H -0.22315 -3.61037 -3.79472
H -3.13836 -0.35970 -1.87256
H -2.95376 -1.14766 -0.31946
H 2.39477 0.20381 -1.27091
H 3.29405 -1.40405 -1.35671
H 0.86250 4.09510 -0.36890
O 1.70089 1.50946 -0.78274
H 2.01508 1.75387 -1.76541
H -0.58371 2.21922 0.04763
O -0.08178 3.85333 0.08664
H -0.72629 4.21304 -0.62091
C -2.63347 2.29038 -1.51265
H -3.66030 2.00973 -1.78138
H -2.66791 3.33287 -1.15717
H -2.02121 2.19241 -2.42061
C -3.35906 1.18165 1.04105
H -3.17883 2.00956 1.73664
H -4.36166 1.29574 0.60805
H -3.35248 0.25338 1.62543
C 2.20621 -2.30464 1.44540
H 3.18048 -2.79941 1.37776
H 1.90899 -2.20509 2.49290
H 1.44743 -2.89798 0.92950
C 3.90842 -0.00328 1.21959
H 3.85222 0.30686 2.26866
H 4.68824 -0.76720 1.12077
H 4.17949 0.87727 0.62896
N -0.19461 0.49550 2.08497
C -0.46355 0.16703 3.21176
N -0.86913 -0.28310 4.30190
C -0.53785 0.00442 5.55869
N -0.29915 0.21037 6.68231
```

* Kohn-Sham gap (alpha / beta): 0.2520 / 0.2457 Ha
* expectation value of S²: 2.01
* multiplicity: 3
* net charge: +1
* ΔE to the lowest compared entry with this formula, charge and spin: 65.9 kcal per mole

natural (NBO) population analysis, charges in e, atoms 1 to 5: number 1, Ti, carries 0.891; number 2, P, carries 1.021; number 3, C, carries -0.830; number 4, C, carries 0.280; number 5, N, carries -0.555

Here is a structure of composition C13H24AuN5O8P2 from the OMol25 dataset. Energies are from ωB97M-V/def2-TZVPD.

```
53
C13H24AuN5O8P2 ωB97M-V/def2-TZVPD
Au -0.13519 0.53882 -0.92920
C 2.13584 2.38312 2.84945
C 1.44637 1.91561 1.58115
O 0.36384 1.02452 1.91310
P 2.82503 0.67735 0.62267
O 4.02718 -0.50213 0.85323
O 3.96017 1.86972 0.50854
O 2.24461 0.31323 -0.74874
P 0.73418 3.31811 0.65828
O 2.15953 4.03296 0.20595
O 0.02437 4.28916 1.55460
O 0.04143 2.86087 -0.61285
H 2.56630 1.51631 3.36391
H 1.41774 2.87525 3.51073
H 2.94257 3.08413 2.63056
H 0.81093 0.20932 2.20034
H 4.78847 -0.08123 1.26450
H 3.55386 2.73380 0.33539
H 2.06206 4.98053 0.32275
O -2.64489 0.65566 -0.98265
N -2.85495 1.79195 -0.36626
C -3.06669 2.90980 -1.07845
C -3.23887 4.12508 -0.44797
C -3.15962 4.20319 0.92546
C -2.91558 3.04721 1.63967
C -2.76830 1.84884 0.97511
H -3.04603 2.76329 -2.14539
H -3.38051 5.00723 -1.05691
H -3.22954 5.15654 1.42983
H -2.78230 3.06286 2.71145
H -2.51175 0.91255 1.44338
C 0.41851 -2.23334 -2.29561
N 0.48948 -3.68821 -2.47419
C 1.29870 -4.23649 -1.37580
N 0.73875 -3.92253 -0.05500
C 0.66689 -2.45797 0.07112
N -0.17645 -1.87591 -0.99193
C -1.52612 -2.45437 -0.90828
N -1.49349 -3.91588 -1.05679
C -0.86938 -4.22726 -2.35126
C -0.62443 -4.45830 -0.00199
H -0.19488 -1.80210 -3.08761
H 1.41724 -1.79780 -2.33823
H 2.30493 -3.82209 -1.43732
H 1.35331 -5.32072 -1.48811
H 1.66241 -2.01625 0.00719
H 0.22914 -2.19883 1.03595
H -2.14937 -2.01518 -1.68722
H -1.95726 -2.19451 0.05817
H -1.48773 -3.81223 -3.14900
H -0.82838 -5.31150 -2.46684
H -0.58256 -5.54388 -0.10814
H -1.05956 -4.21831 0.96925
```

* Kohn-Sham gap (alpha / beta): 0.1821 / 0.2529 Ha
* expectation value of S²: 0.75
* multiplicity: 2
* net charge: -1
* ΔE to the lowest compared entry with this formula, charge and spin: 44.8 kcal per mole

natural (NBO) population analysis, charges in e, atoms 1 to 5: number 1, Au, carries 0.816; number 2, C, carries -0.663; number 3, C, carries -0.412; number 4, O, carries -0.784; number 5, P, carries 1.837

Here is a structure of composition C13H24Br3F3N2O3P at a distorted geometry from the OMol25 dataset. Energies are from ωB97M-V/def2-TZVPD.

```
49
C13H24Br3F3N2O3P ωB97M-V/def2-TZVPD
C -3.94350 0.13722 0.49239
C -2.65068 0.89347 0.92480
C -1.33262 0.06679 0.83579
C -1.62584 -1.39909 0.39515
C -0.17019 0.58241 -0.07257
N 1.11031 0.32757 0.69002
C 2.29077 0.98238 0.06537
C 3.60554 0.71742 0.80027
C 3.99683 -0.77810 0.86307
C 4.51783 -1.31548 -0.44302
F 4.05801 -2.50740 -0.85138
C 5.36654 -0.70320 -1.23525
F 6.27783 0.08446 -0.75237
F 5.32909 -0.88907 -2.50857
C 1.94213 2.49096 0.03915
O 0.95953 2.66710 -0.95590
C -0.25645 2.03422 -0.64819
P -1.41622 2.03284 -2.11935
N -0.73866 2.43557 -3.44559
O -2.66093 3.06260 -1.86382
O -2.11895 0.58298 -2.29523
H -4.20337 -0.65883 1.19200
H -4.74660 0.88347 0.57095
H -3.91914 -0.19229 -0.54591
H -2.82403 1.12163 1.98445
H -2.67816 1.85176 0.40192
H -0.93670 -0.04009 1.85917
H -0.66574 -1.94723 0.36477
H -2.23928 -1.89238 1.15262
H -2.04017 -1.45755 -0.61134
H -0.10566 -0.09976 -0.93212
H 1.27676 -0.68164 0.76996
H 1.05282 0.69467 1.64656
H 2.43235 0.68689 -0.98036
H 4.40611 1.23289 0.25710
H 3.63300 1.12367 1.82159
H 3.15165 -1.42281 1.14967
H 4.74862 -0.91572 1.65152
H 2.85073 3.02236 -0.24727
H 1.56943 2.81159 1.02898
H -0.75599 2.65097 0.12814
H 0.24427 2.65136 -3.28351
H -2.60453 3.48114 -0.99068
H -3.07111 0.71989 -2.44803
C -3.51934 -5.10497 1.23199
Br -3.93960 -3.61109 2.38257
Br -3.30436 -4.55309 -0.60453
Br -1.98665 -6.08223 1.86972
H -4.36566 -5.77823 1.26531
```

* Kohn-Sham gap: 0.3211 Ha
* net charge: +1

natural (NBO) population analysis, charges in e, atoms 1 to 5: number 1, C, carries -0.611; number 2, C, carries -0.402; number 3, C, carries -0.240; number 4, C, carries -0.615; number 5, C, carries -0.059

Computed total energy, in the same sequence as the records: -1077.37920; -1684.54693; -2410.54925; -2203.98178; -9207.67284 Ha.